# 1
Formula: C3H4AuLiO3
Source: OMol25
Level of theory: ωB97M-V with the def2-TZVPD basis set

```
12
Properties=species:S:1:pos:R:3:lowdin_spin:R:1
H -1.003 1.405 -1.144 0.042
C -1.147 0.441 -0.619 0.388
Au -1.535 0.399 1.840 0.707
O -2.526 0.276 -0.765 0.575
C -0.197 -0.570 -1.099 0.090
O 0.441 -1.132 0.116 0.135
C 1.047 -0.137 0.773 0.382
O 2.222 -0.673 1.163 0.111
H 0.604 -0.035 -1.633 0.028
H -0.685 -1.455 -1.560 0.005
H 2.373 -0.446 2.086 0.011
Li 0.407 1.928 0.842 0.527
```

As for the expectation value of S²: 3.765. The total energy comes out at -485.45543 a.u. Its total charge is -1. The calculation puts the HOMO energy (spin up / spin down) at -0.70 / -4.47 eV. The orbital gap (spin up / spin down) is 0.127 / 0.258 Ha. The maximum force is 4.96 eV/Å. Its spin multiplicity is 4.

# 2
Formula: C3H4BNO3
Source: OMol25
Level of theory: ωB97M-V with the def2-TZVPD basis set

```
12
Properties=species:S:1:pos:R:3:nbo_charge:R:1
O 1.336 2.365 -1.395 -0.530
C 1.438 1.321 -1.900 0.581
N 0.771 0.107 -1.739 -0.606
C 1.866 0.082 -2.502 0.604
O 2.532 -0.592 -3.193 -0.530
H 0.190 -0.459 -1.125 0.442
C -1.539 -0.228 2.462 -1.036
B -1.007 -0.873 1.166 1.141
O -0.495 -1.303 0.170 -0.868
H -1.294 0.770 2.463 0.268
H -1.217 -0.721 3.359 0.272
H -2.579 -0.469 2.234 0.262
```

The total energy comes out at -422.03289 a.u. The structure (SMILES) is O=c1[nH]c1=O.CB=O. The calculation puts the HOMO energy at -9.69 eV. The orbital gap is 0.357 Ha. Its relative energy (zero: lowest compared OMol25 entry of this formula, charge and spin) is 2.784 eV. The maximum force is 3.46 eV/Å.

# 3
Formula: C3H4BaO2
Source: OMol25
Level of theory: ωB97M-V with the def2-TZVPD basis set

```
10
Properties=species:S:1:pos:R:3:lowdin_spin:R:1
O -0.340 -1.805 -0.320 0.102
C 0.069 -0.634 0.280 0.241
Ba -0.266 2.174 -0.651 0.438
O -0.743 0.176 0.888 0.129
C 0.975 -2.411 -0.185 0.006
H 0.908 -3.314 0.434 0.003
H 1.388 -2.638 -1.175 0.001
C 1.556 -1.169 0.494 0.062
H 1.744 -1.228 1.575 0.008
H 2.482 -0.797 0.041 0.010
```

As for the expectation value of S²: 0.751. The total energy comes out at -292.38229 a.u. Its total charge is +1. The calculation puts the HOMO energy (spin up / spin down) at -9.05 / -14.17 eV. The orbital gap (spin up / spin down) is 0.170 / 0.349 Ha. Its relative energy (zero: lowest compared OMol25 entry of this formula, charge and spin) is 0.269 eV. The maximum force is 2.84 eV/Å. Its spin multiplicity is 2.

# 4
Formula: C3H4Br2N2
Source: OMol25
Level of theory: ωB97M-V with the def2-TZVPD basis set

```
11
Properties=species:S:1:pos:R:3:nbo_charge:R:1
C 1.044 0.646 0.390 -0.158
C 0.169 0.863 -0.548 -0.378
C -0.186 -0.283 -1.489 -0.293
N 1.279 -1.531 -0.231 0.054
N 0.522 -1.452 -1.115 -0.094
Br 1.925 1.497 1.735 0.158
Br -1.298 0.005 3.423 -0.194
H -1.929 -0.962 2.620 0.195
H -0.363 1.775 -0.782 0.239
H -1.256 -0.519 -1.486 0.234
H 0.094 -0.039 -2.518 0.237
```

The total energy comes out at -5374.11345 a.u. The calculation puts the HOMO energy (spin up / spin down) at -8.13 / -8.12 eV. The orbital gap (spin up / spin down) is 0.310 / 0.308 Ha. Its relative energy (zero: lowest compared OMol25 entry of this formula, charge and spin) is 2.889 eV. The maximum force is 2.66 eV/Å.

# 5
Formula: C3H4Br2O
Source: OMol25
Level of theory: ωB97M-V with the def2-TZVPD basis set

```
10
Properties=species:S:1:pos:R:3:nbo_charge:R:1
C 0.395 -0.779 -0.767 -0.292
C 0.752 -0.244 0.389 -0.337
C 0.040 -0.193 1.684 -0.064
O -1.713 1.116 1.244 -0.808
Br 0.830 0.580 3.115 0.262
Br -1.196 -1.648 1.989 0.146
H 1.079 -0.542 -1.576 0.223
H -0.555 -1.316 -0.859 0.222
H 1.656 0.382 0.380 0.227
H -1.646 0.890 0.347 0.421
```

The total energy comes out at -5339.82674 a.u. The calculation puts the HOMO energy (spin up / spin down) at -9.41 / -9.42 eV. The orbital gap (spin up / spin down) is 0.292 / 0.292 Ha. Its relative energy (zero: lowest compared OMol25 entry of this formula, charge and spin) is 3.197 eV. The maximum force is 4.27 eV/Å.

# 6
Formula: C3H4Br2S
Source: OMol25
Level of theory: ωB97M-V with the def2-TZVPD basis set

```
10
Properties=species:S:1:pos:R:3:nbo_charge:R:1
C -2.064 0.804 0.100 -0.350
C -1.244 -0.188 0.053 -0.123
C 2.120 -0.372 -0.081 -0.820
S 1.326 1.197 0.065 0.090
Br -4.039 0.713 -0.147 -0.014
Br -0.956 -1.953 -0.085 0.259
H -1.868 1.876 0.279 0.266
H 1.269 -1.161 0.179 0.238
H 2.957 -0.429 0.724 0.235
H 2.501 -0.487 -1.086 0.220
```

The total energy comes out at -5662.76143 a.u. The calculation puts the HOMO energy (spin up / spin down) at -9.04 / -8.73 eV. The orbital gap (spin up / spin down) is 0.272 / 0.259 Ha. Its relative energy (zero: lowest compared OMol25 entry of this formula, charge and spin) is 3.897 eV. The maximum force is 2.68 eV/Å.